a:
C5H12S | ωB97M-V with the def2-TZVPD basis set

Structure (XYZ):
```
18
Properties=species:S:1:pos:R:3:nbo_charge:R:1
C -0.32119 -0.31190 2.46118 -0.41
C -1.17886 0.52905 1.91023 -0.17
C -0.84328 1.90389 1.44377 -0.66
H -0.60106 -1.35883 2.54197 0.20
H 0.67783 -0.04934 2.77499 0.19
H -2.20786 0.22436 1.76385 0.19
H -1.34457 2.70475 1.99786 0.22
H 0.23216 2.07014 1.49190 0.21
H -1.11513 2.02021 0.39230 0.22
C -0.09285 -1.16147 -2.25874 -0.62
C 0.94267 -0.75601 -1.22318 -0.51
S 2.24852 0.34212 -1.84203 -0.05
H 0.38367 -1.83807 -2.97136 0.20
H -0.54494 -0.32798 -2.78476 0.22
H -0.82451 -1.80382 -1.76423 0.21
H 0.47272 -0.10713 -0.48488 0.22
H 1.35389 -1.59849 -0.68252 0.21
H 2.76280 -0.48149 -2.76636 0.11
```

For the LUMO energy, the calculation gives 0.95 eV. As for the HOMO energy: -9.00 eV. As for the structure (SMILES): C=CC.CCS. Its gap between HOMO and LUMO is 9.948 eV.

b:
C5H12S | ωB97M-V with the def2-TZVPD basis set

Structure (XYZ):
```
18
Properties=species:S:1:pos:R:3:nbo_charge:R:1
C 0.19993 -1.37054 2.30352 -0.42
C -0.08078 -0.10983 2.60964 -0.15
C -0.95029 0.79739 1.76701 -0.65
H 0.84622 -1.90473 2.98985 0.20
H -0.25397 -1.83474 1.43623 0.19
H 0.29160 0.25670 3.56274 0.19
H -0.34356 1.60986 1.37949 0.23
H -1.46933 0.21019 1.02108 0.21
H -1.64622 1.33210 2.42410 0.21
C -0.55142 1.17480 -2.25071 -0.73
S 1.03300 0.74740 -1.43930 0.15
C 1.30377 -0.96735 -2.01320 -0.73
H -1.39191 0.79143 -1.67441 0.21
H -0.50632 0.74105 -3.24988 0.21
H -0.64943 2.24277 -2.43021 0.23
H 1.66455 -1.52074 -1.15456 0.23
H 0.40264 -1.28772 -2.53265 0.22
H 2.10151 -0.90804 -2.74874 0.22
```

For the LUMO energy, the calculation gives 1.00 eV. As for the HOMO energy: -8.39 eV. As for the structure (SMILES): C=CC.CSC. Its gap between HOMO and LUMO is 9.392 eV.

Tell me which of them is the most stable. Sure, it is a.

a:
C2H7ClN2O2P | ωB97M-V with the def2-TZVPD basis set

Structure (XYZ):
```
15
Properties=species:S:1:pos:R:3:nbo_charge:R:1
C 0.24325 -0.10261 -1.17765 -0.28
C 1.80021 0.56474 0.47615 -0.43
N 2.09364 -1.41982 -0.60505 -0.64
N 1.32460 -0.38949 -0.51157 -0.03
O -1.13701 0.30374 1.54611 -1.18
O -2.63558 -1.20931 0.08858 -1.15
P -2.30773 0.10766 0.66173 1.99
Cl -3.94957 0.75703 1.73667 -0.45
H -2.40427 1.13889 -0.28965 -0.20
H -0.28481 0.80434 -0.95998 0.20
H -0.18360 -0.81774 -1.85649 0.19
H 2.69880 0.14065 0.92016 0.22
H 2.02421 1.52140 0.00509 0.19
H 1.02257 0.69568 1.22988 0.27
H 1.69526 -2.09516 -1.26396 0.30
```

For the LUMO energy (spin up / spin down), the calculation gives 3.80 / 3.80 eV. As for the HOMO energy (spin up / spin down): -4.33 / -4.33 eV. Its total charge is -1. Its gap between HOMO and LUMO (spin up / spin down) is 8.130 / 8.130 eV.

b:
C2H7ClN2O2P | ωB97M-V with the def2-TZVPD basis set

Structure (XYZ):
```
15
Properties=species:S:1:pos:R:3:nbo_charge:R:1
C 0.32783 -1.67733 -0.90681 -0.42
N 0.31449 -0.46055 -0.10442 -0.30
C 1.57630 0.35740 -0.18702 -0.46
N -0.74163 0.41510 -0.38558 -0.80
P -1.93435 0.88878 1.03844 2.23
O -2.50118 -0.25879 1.70111 -1.14
O -2.77803 2.03265 0.62327 -1.14
Cl -0.36764 1.62616 2.28648 -0.48
H -0.69306 -2.09226 -0.87826 0.23
H 0.91759 -1.56761 -1.86241 0.16
H 0.87704 -2.52151 -0.37255 0.18
H 1.66199 0.93789 -1.08924 0.16
H 1.38493 1.14981 0.73448 0.24
H 2.52281 -0.28068 -0.00153 0.19
H -0.56711 1.45094 -0.59596 0.36
```

For the LUMO energy, the calculation gives 3.63 eV. As for the HOMO energy: -4.38 eV. As for the structure (SMILES): CN(C)N[P@](=O)([O-])Cl. Its total charge is -1. Its gap between HOMO and LUMO is 8.010 eV.

Tell me which of them is the most stable. Sure, it is b.

a:
CHNO2S | ωB97M-V with the def2-TZVPD basis set

Structure (XYZ):
```
6
Properties=species:S:1:pos:R:3:nbo_charge:R:1
C 1.10320 0.10423 0.30926 0.11
N -0.10152 0.36825 0.21401 0.19
O -0.70187 -0.95252 -0.46305 -0.55
O -0.92422 1.20602 0.63112 -0.44
S 2.31022 -0.44911 -0.60500 0.20
H -1.68581 -0.27686 -0.08634 0.50
```

For the LUMO energy (spin up / spin down), the calculation gives -2.20 / -2.20 eV. As for the HOMO energy (spin up / spin down): -9.20 / -9.20 eV. Its gap between HOMO and LUMO (spin up / spin down) is 6.993 / 6.998 eV.

b:
CHNO2S | ωB97M-V with the def2-TZVPD basis set

Structure (XYZ):
```
6
Properties=species:S:1:pos:R:3:nbo_charge:R:1
O -0.51174 0.65665 1.39253 -0.40
N -0.38349 -0.37539 0.77597 0.54
O -0.71390 -1.44485 0.96943 -0.29
C 0.46501 0.27620 -0.66338 -0.28
S -0.09342 -0.06001 -2.09377 0.20
H 1.23754 0.94741 -0.38078 0.21
```

For the LUMO energy, the calculation gives -1.10 eV. As for the HOMO energy: -9.51 eV. As for the structure (SMILES): O=[N+]([O-])C=S. Its gap between HOMO and LUMO is 8.405 eV.

Tell me which of them is the most stable. Sure, it is b.

a:
C3H2N2S2 | ωB97M-V with the def2-TZVPD basis set

Structure (XYZ):
```
9
Properties=species:S:1:pos:R:3:nbo_charge:R:1
C -0.98009 1.54846 1.06554 -0.09
C -1.05750 -0.64178 -0.67113 0.13
C 0.24634 -0.71736 -0.15219 -0.21
N -1.48985 2.58097 1.13429 -0.55
N -2.19261 -0.80130 -0.89401 -0.12
S 1.60178 -0.14902 -1.21064 0.15
S 0.75527 -1.29324 1.41469 0.37
H 1.13493 0.98505 -1.58957 0.18
H 1.98173 -1.51178 0.90302 0.13
```

For the LUMO energy (spin up / spin down), the calculation gives -3.73 / -3.73 eV. As for the HOMO energy (spin up / spin down): -9.32 / -9.34 eV. Its gap between HOMO and LUMO (spin up / spin down) is 5.589 / 5.613 eV.

b:
C3H2N2S2 | ωB97M-V with the def2-TZVPD basis set

Structure (XYZ):
```
9
Properties=species:S:1:pos:R:3:nbo_charge:R:1
C 0.58154 0.81664 0.78008 -0.09
C 0.44338 1.36145 -0.45890 -0.08
C -0.53630 -1.12404 0.30101 0.19
N 0.12557 -0.32945 1.19636 -0.46
N -0.63540 -0.78680 -0.92146 -0.69
S 0.35439 2.22146 -1.73786 0.30
S -1.17007 -2.54602 1.05147 0.22
H 1.13496 1.39220 1.52094 0.24
H -1.11364 -1.39013 -1.57136 0.37
```

For the LUMO energy (spin up / spin down), the calculation gives -1.65 / -2.40 eV. As for the HOMO energy (spin up / spin down): -9.66 / -7.96 eV. Its gap between HOMO and LUMO (spin up / spin down) is 8.009 / 5.565 eV.

Tell me which of them is the most stable. Sure, it is b.

a:
C3H2IN2 | ωB97M-V with the def2-TZVPD basis set

Structure (XYZ):
```
8
Properties=species:S:1:pos:R:3:nbo_charge:R:1
I -3.36229 -0.24768 -0.19093 0.40
C -1.49377 -0.84491 0.39005 0.03
N -0.35517 -0.45531 0.01706 -0.38
C 0.59087 0.33758 -0.11263 0.43
N 1.36827 1.35483 0.46274 -0.19
C 1.92903 0.81384 -0.53332 0.20
H -1.38505 -1.66533 1.11444 0.25
H 2.70811 0.70698 -1.14742 0.26
```

For the LUMO energy, the calculation gives -5.29 eV. As for the HOMO energy: -14.56 eV. As for the structure (SMILES): I/C=N\C1=[N+]=C1. Its total charge is +1. Its gap between HOMO and LUMO is 9.264 eV.

b:
C3H2IN2 | ωB97M-V with the def2-TZVPD basis set

Structure (XYZ):
```
8
Properties=species:S:1:pos:R:3:nbo_charge:R:1
C -1.13325 1.06049 0.64757 0.41
C 1.23111 -0.44227 1.09687 0.32
C -1.36472 0.50376 -0.51699 -0.45
N 0.66887 0.46682 1.58610 -0.07
N -0.47854 1.09035 1.70823 -0.25
I -1.09140 -1.50461 -0.21233 0.43
H 1.91130 -1.24618 0.78950 0.32
H -1.63186 1.00130 -1.39018 0.28
```

For the LUMO energy, the calculation gives -6.26 eV. As for the HOMO energy: -14.47 eV. Its total charge is +1. Its gap between HOMO and LUMO is 8.209 eV.

Tell me which of them is the most stable. Sure, it is a.